--- one ---
Computed, not measured: a structure of composition C5H11N2O, with the ωB97M-V functional and the def2-TZVPD basis.

Last column: Mulliken charge in e.
Element x y z (Å)
C: 2.24531 -0.12760 0.68053  0.2976
O: 3.41489 -0.61955 0.32001  -0.5493
C: 1.40537 0.78319 -0.35337  -0.7976
C: 0.01045 1.16114 0.00676  -0.5474
C: -1.14554 0.51754 -0.34048  0.4725
C: -2.06045 -0.40123 0.65754  -0.9687
N: -2.95680 -1.54401 0.33676  -0.8272
N: -1.45666 0.33275 -1.73169  -0.6771
H: 2.51604 0.72194 1.53836  -0.6799
H: 1.56383 -0.77528 1.17676  0.3225
H: 1.37691 0.32356 -1.42726  0.3403
H: 2.03003 1.72402 -0.33686  0.3764
H: 2.95541 1.21168 2.03562  0.4807
H: -0.10958 2.04122 0.65894  0.3331
H: -1.68710 -0.32693 1.69788  0.3781
H: -3.12741 -0.09951 0.50566  0.4232
H: -2.26859 -2.35324 0.44887  0.0558
H: -1.93927 -0.55806 -1.69456  0.4590
H: -0.46594 -0.07236 -1.30491  0.1079

Its net charge is -1. The HOMO-LUMO gap is 4.80 eV. The HOMO energy is -0.094 Eh.

***

--- two ---
Computed, not measured: the ion C5H11N2O with charge -1, with the ωB97M-V functional and the def2-TZVPD basis.

Last column: Mulliken charge in e.
Element x y z (Å)
C: -1.28221 2.06030 0.72799  -0.5906
O: -0.97741 3.11043 1.50171  -0.8755
C: -0.33029 0.86779 0.94636  0.3199
C: -0.66072 -0.32217 0.03231  -0.9536
C: 0.47373 -1.32372 -0.11297  -0.2751
C: 1.01744 -2.68853 -1.91718  -0.3047
N: 0.13481 -2.37001 -1.08331  -0.3860
N: 1.07129 1.32177 0.82782  -0.8165
H: -2.32280 1.64529 0.85147  0.1867
H: -1.22720 2.28862 -0.37832  0.1785
H: -0.46991 0.55575 1.98909  0.2148
H: -1.54035 -0.82366 0.43914  0.2955
H: -0.92207 0.05414 -0.96451  0.2144
H: 1.38380 -0.79483 -0.40696  0.4155
H: 0.64869 -1.83846 0.83557  0.1841
H: 0.83049 -3.47537 -2.64664  0.2660
H: 1.99872 -2.19278 -1.96679  0.2485
H: 1.13864 1.76642 -0.09446  0.2865
H: 1.03535 2.15900 1.41970  0.3917

Its net charge is -1. The SMILES is C=NCC[C@@H](N)C[O-]. The HOMO-LUMO gap is 6.02 eV. The HOMO energy is -0.093 Eh.

***

--- three ---
Computed, not measured: the ion C5H11N2O with charge -1, with the ωB97M-V functional and the def2-TZVPD basis.

Last column: Mulliken charge in e.
Element x y z (Å)
C: -2.13177 -2.10234 -0.41341  -0.3970
O: -2.41724 -3.35436 -0.06217  -0.8506
C: -0.70640 -1.61016 0.11681  -0.4426
C: -0.47656 -0.20383 -0.47101  -0.5078
C: 0.69401 0.62772 0.16333  0.1002
C: 0.63235 2.03458 0.12784  -0.3927
N: 1.84258 2.79561 0.17342  -0.6083
N: 1.86286 -0.13458 0.43310  -0.4885
H: -2.00090 -1.84431 -1.44676  0.2074
H: -2.84141 -1.26753 0.15543  0.0597
H: -0.82822 -1.68383 1.28379  0.1653
H: 0.17094 -2.24672 -0.26146  0.2566
H: -0.28588 -0.20261 -1.60600  0.2005
H: -1.34365 0.37322 -0.37939  0.4122
H: -0.25981 2.64099 -0.10286  0.3522
H: 1.71138 3.50972 -0.51771  0.2446
H: 2.07082 3.27202 0.99213  0.1676
H: 2.68674 0.36477 0.79776  0.2604
H: 1.62017 -0.96838 1.01716  0.2610

Its net charge is -1. The SMILES is N/C=C(\N)CCC[O-]. The HOMO-LUMO gap is 5.65 eV. The HOMO energy is -0.084 Eh.

***

--- four ---
Computed, not measured: the ion C5H11N2O with charge -1, with the ωB97M-V functional and the def2-TZVPD basis.

Last column: Mulliken charge in e.
Element x y z (Å)
C: -1.21415 0.20995 1.57938  0.2742
O: -1.44903 0.61031 2.76249  -0.8495
C: -0.64005 1.45475 0.74909  -0.7983
C: -0.00036 1.26581 -0.62479  -0.3487
C: 1.25415 0.51384 -0.63918  -0.5571
N: 0.57683 -2.43924 -0.22527  -0.5368
C: 0.67957 -1.62283 -1.47898  0.0618
N: 1.15010 -0.43062 -1.69048  -0.5981
H: -0.40951 -0.60978 1.43616  -0.4583
H: -2.18107 -0.25679 1.14149  0.1378
H: 0.11450 2.06660 1.41338  0.1889
H: -1.47381 2.24720 0.62734  0.2807
H: -0.74267 1.05800 -1.41819  0.3853
H: 0.18801 2.32449 -1.09954  0.2267
H: 1.38172 0.12814 0.38102  0.4766
H: 2.21121 1.14877 -0.68580  0.2880
H: -0.03354 -2.13050 0.55676  0.2722
H: 0.18768 -3.35382 -0.36546  0.2849
H: 0.40041 -2.18426 -2.41943  0.2697

Its net charge is -1. The SMILES is N/C=N\CCCC[O-]. The HOMO-LUMO gap is 6.12 eV. The HOMO energy is -0.088 Eh.

***

Least stable of them? one.